1.
Formula: C43H26F16GeN4O4S2Sn
Source: the OMol25 dataset
Level of theory: wB97M-V/def2-TZVPD

Computed properties:
Frontier orbital gap in eV: 8.1
LUMO level in eV: -5.48
Total charge: +2
HOMO in eV: -13.615
Energy above the lowest of the compared OMol25 structures with the same formula, charge and spin in kJ/mol: 29.7

Last column: Löwdin charge in e.
Geometry (Å):
C 2.2810 -4.3399 2.1757  -0.15
C -3.1650 3.1041 -0.2543  -0.02
F 7.5509 -0.5265 -0.6063  0.17
C 0.2960 2.0483 -1.7198  -0.10
F 1.9923 -5.6193 6.0802  0.17
H -2.4626 -4.9585 -2.7469  0.11
H -6.0869 5.9780 1.7665  0.09
H 0.8867 3.7366 -2.8891  0.13
H -3.3919 8.6687 2.0525  0.13
Ge 2.5436 -3.8305 0.3264  0.87
C 3.3653 -6.9382 -2.4480  -0.13
H 0.6583 1.7166 1.6930  0.07
F 0.0711 -8.0571 -1.4582  0.14
F 4.5952 -5.0881 -1.7666  0.12
H 2.4624 0.2996 -0.5970  0.07
N -1.5268 -0.8733 -2.6656  0.00
C 2.2420 0.5137 1.5378  -0.26
C 3.0205 -5.7885 3.9790  -0.13
F 0.3017 -5.8402 0.0377  0.07
H -0.7160 3.5529 2.9907  0.13
C 1.1785 -7.3276 -1.5300  -0.14
C -1.3554 5.5171 3.4898  -0.24
H -3.4472 7.9182 -0.2887  0.13
F 0.3628 -3.6459 5.1752  0.15
C -2.2536 3.1343 0.8043  -0.24
F 7.0132 -1.4425 1.8896  0.16
F 0.5567 -2.7900 2.6438  0.03
H -4.8087 7.7270 2.4451  0.13
H -2.1117 7.4904 3.8249  0.15
H -0.7375 -4.6883 -2.4001  0.08
F 3.8253 -6.7401 4.4220  0.16
F 2.0993 -8.7996 -3.1041  0.17
H -1.3367 0.6230 -4.8460  0.14
H -5.0787 6.3437 -1.1062  0.15
H -4.0447 -2.9248 -2.7480  0.15
N -1.9260 -2.9793 -2.4050  -0.07
F 5.8462 -1.0779 -2.6524  0.15
H 2.3333 -0.5569 1.7169  0.09
C 5.0428 -2.4637 1.1081  -0.21
C -3.3407 1.9364 -1.1750  -0.57
C -1.7537 -4.4086 -2.1348  0.02
C 3.4647 -5.7912 -1.6776  -0.20
S 0.7594 -2.3463 -2.2015  0.68
C -0.8740 1.0626 -3.9737  0.05
O -3.6963 2.0873 -2.3248  0.09
H -5.0487 8.5072 0.1270  0.13
C 2.8717 0.8975 0.2207  -0.07
C 2.2138 -7.7083 -2.3738  -0.12
C -6.2322 6.0724 0.6903  -0.01
O -3.1009 0.7691 -0.6388  -0.26
C -2.8760 -1.0514 -2.8730  0.01
C -3.1242 -2.3708 -2.6978  0.03
Sn -1.4526 0.1461 0.4799  1.42
S 0.7149 -2.5502 -0.1062  0.32
F 4.3538 -7.3011 -3.2486  0.16
C -3.0764 5.3967 1.3457  -0.05
C -4.9272 6.3846 -0.0272  -0.29
O -1.3966 2.1899 1.0552  -0.24
H -6.9481 6.8737 0.5106  0.10
C 0.3721 2.7868 -2.8867  0.00
C -0.2376 2.2936 -4.0282  0.01
N -0.3284 0.8698 -1.6497  0.06
H -0.2156 2.8534 -4.9531  0.13
F 3.6368 -2.5351 -2.1931  0.03
C 1.3183 -6.1797 -0.7752  -0.24
C -0.9526 -2.0646 -2.3869  -0.61
C 1.3687 -3.7851 3.0527  -0.21
C -0.8684 0.3984 -2.7665  -0.29
H 2.7162 1.9551 -0.0001  0.08
H -4.6481 4.2083 -1.3219  0.16
C -3.0434 6.5706 2.1354  -0.11
H -6.6678 5.1421 0.3259  0.09
C 4.1507 -2.7636 0.0895  -0.14
C 1.2536 -4.2028 4.3653  -0.13
C -3.9578 4.2148 -0.4876  0.06
C 3.0990 -5.3404 2.6742  -0.22
C -3.9206 7.7479 1.8088  -0.12
N -3.9349 5.3052 0.2584  0.04
H 0.7338 2.4110 -0.7989  0.10
C 4.4649 -2.2707 -1.1648  -0.24
C 2.0856 -5.2126 4.8291  -0.11
C -2.1756 6.6096 3.1985  0.09
C -4.3187 7.7277 0.3415  -0.12
C 6.1891 -1.7142 0.8900  -0.13
F 4.0269 -5.8762 1.8690  0.11
O 0.8276 0.7745 1.5654  -0.22
F 4.8252 -2.8853 2.3568  0.12
H 2.7104 1.0296 2.3779  0.13
C -2.2273 4.3128 1.6341  -0.04
H -1.9234 -4.6020 -1.0784  0.11
F -0.5411 5.6091 4.5413  0.11
H -3.5290 -0.2191 -3.0758  0.14
C 6.4682 -1.2474 -0.3862  -0.12
C -1.3570 4.3822 2.7348  0.08
H 3.9484 0.7326 0.2591  0.08
C 5.5960 -1.5280 -1.4300  -0.14
C 2.4493 -5.3795 -0.8281  -0.14


2.
Formula: C43H28BrClF4NO3P2SV
Source: the OMol25 dataset
Level of theory: wB97M-V/def2-TZVPD

Computed properties:
Frontier orbital gap (spin up / spin down) in eV: 6.9 / 7.8
LUMO level (spin up / spin down) in eV: -7.20 / -6.32
Multiplicity: 3
Total charge: +2
HOMO (spin up / spin down) in eV: -14.127 / -14.098
Energy above the lowest of the compared OMol25 structures with the same formula, charge and spin in kJ/mol: 14.9

Last column: Löwdin spin population.
Geometry (Å):
S 0.4257 -1.9648 2.9428  0.01
H -4.3344 0.3703 -4.5399  0.00
C -4.9652 0.4672 -1.2112  0.00
H 4.5029 1.2188 2.9419  0.00
C 2.6767 -5.3159 3.0372  0.00
O 0.8243 -1.2989 4.1386  0.00
C -0.3176 4.6235 -2.1509  0.00
H -2.1097 5.0765 -3.2302  0.00
C -0.8707 2.5669 3.5981  0.00
C -1.5734 -3.4134 -2.3788  0.00
C 2.0046 -1.6531 0.9677  0.00
C 2.0582 -1.3461 -3.4000  0.00
H 0.9390 -4.7442 4.1881  0.00
Br -1.7322 0.8757 3.6243  -0.01
H 4.4470 1.7245 -1.3096  0.00
C -1.9065 -4.7449 -2.5352  0.00
O 2.5820 -1.1573 0.0505  -0.01
O -1.0411 -2.0621 2.7291  0.02
C 0.4624 4.2572 2.6044  0.00
C -0.3921 4.5713 4.8273  0.00
C 3.9282 1.6891 -0.3626  0.00
C 1.4727 -3.3237 2.6540  0.00
C 0.1139 -0.6883 -2.1458  0.00
C -5.1718 0.5911 -2.5822  0.00
C -1.6715 4.5032 -2.4249  0.00
C 0.3451 5.0388 3.7494  0.00
C 1.1926 0.8919 -3.6095  0.00
C 3.5650 -4.9621 2.0254  0.00
C -2.2015 -5.5231 -1.4209  0.00
H -6.1288 0.9418 -2.9398  0.00
C -2.9373 -0.1893 -3.0185  0.00
H -2.5238 2.2834 -0.0168  0.00
H -1.8076 -3.2100 1.0062  0.00
P -1.1966 -1.0730 -0.9653  -0.02
C -2.4705 3.6637 -1.6570  0.00
C -2.1635 -4.9669 -0.1525  0.00
C 1.6138 -4.4855 3.3851  0.00
H -0.5474 1.3461 -2.4552  0.00
H 2.9064 0.1551 -4.6682  0.00
C 2.1280 -0.0778 -3.9544  0.00
C -1.0056 3.3185 4.7531  0.00
C 3.9581 1.4005 2.0258  0.00
F 1.1958 4.7382 1.6118  0.00
H 2.0806 1.5468 3.0247  0.00
C -3.7328 0.0120 -0.7896  0.00
H 2.7833 -2.0993 -3.6751  0.00
H -5.7403 0.7177 -0.5033  0.00
H 1.3075 4.0108 -0.9079  0.00
F 0.9307 6.2132 3.8199  0.00
H 4.3879 -5.6215 1.7858  0.00
H -2.4009 -5.5695 0.7119  0.00
C -4.1643 0.2700 -3.4783  0.00
H 1.2386 1.8766 -4.0539  0.00
H -2.1583 -0.4391 -3.7250  0.00
C 0.2569 3.8979 -1.1181  0.00
H -1.9394 -5.1774 -3.5245  0.00
P 0.0894 2.0146 0.9892  0.00
C -0.1447 3.0109 2.4934  -0.01
H 5.7015 1.3270 0.7817  0.00
C -0.5318 3.0300 -0.3652  0.00
F -0.5075 5.2975 5.9117  0.00
H 2.8159 -6.2437 3.5735  0.00
C -1.5256 -2.8502 -1.1004  0.00
F -1.7011 2.8747 5.7841  0.00
C 1.0528 -1.6559 -2.4974  0.00
C 1.8847 1.8382 0.8883  0.00
C -1.8973 2.9287 -0.6336  0.00
Cl -3.4692 -0.0967 0.9565  0.01
H 0.9971 -2.6522 -2.0767  0.00
H 4.0996 -3.4822 0.5384  0.00
H 0.2960 5.2938 -2.7363  0.00
C -2.7025 -0.3198 -1.6507  0.00
H 2.0125 2.0178 -1.2520  0.00
H -2.4652 -6.5636 -1.5468  0.00
H -1.3427 -2.8153 -3.2526  0.00
C 4.6290 1.4600 0.8104  0.00
V -0.9327 -0.2808 1.3991  2.04
C 3.4145 -3.7726 1.3225  0.00
C -1.8265 -3.6297 0.0092  0.00
H -3.5298 3.5867 -1.8549  0.00
C 2.5886 1.5904 2.0681  0.00
C 2.5541 1.8690 -0.3290  0.00
C 2.3478 -2.9485 1.6441  0.00
N 0.7799 -1.1706 1.5320  -0.04
C 0.1897 0.5912 -2.7041  0.00


Number 1: energy -6859.2293 hartree. Number 2: energy -7393.9680 hartree.